[1]
The following is a quantum chemistry calculation of a cluster of 11 separate species, C30H70ClN10O14 in total at a distorted geometry, from OMol25.

Results
Molar mass: 830.40 g/mol
Charge: -1
LUMO energy: 2.0 eV
Frontier orbital gap: 0.31153 Eh
Energy above the lowest of the compared OMol25 structures with the same formula, charge and spin: 0.0 kcal per mole
Total energy: -88334.541 eV

CARTESIAN COORDINATES (ANGSTROEM)
Cl -0.30 0.55 -0.04
O -4.46 0.41 -4.16
O 0.16 -3.66 4.07
O -1.03 1.77 -0.35
O 4.91 -2.35 4.07
O 0.24 0.02 -1.28
O -4.75 -1.57 2.83
O -1.22 -0.39 0.54
O -0.16 0.86 5.73
O 1.69 0.70 -6.81
O 5.14 4.64 -2.11
O 0.77 0.84 0.88
O 6.42 -0.17 2.65
O 4.72 0.07 -4.62
O -6.07 2.72 1.16
N 1.92 2.88 -6.36
N -2.40 1.09 5.95
N -6.39 -2.30 1.43
N 2.65 -2.11 4.10
N 3.04 4.16 -1.47
N -1.21 -4.45 2.47
N -2.89 -0.06 -2.62
N -4.54 3.97 0.10
N 5.14 0.89 1.11
N 2.87 -1.16 -4.90
C 1.45 1.65 -6.09
C -7.09 -3.06 2.42
C -3.76 0.77 -3.23
C 2.85 3.09 -7.45
C 0.31 -5.99 3.56
C -3.79 0.78 5.63
C 4.00 -0.84 -4.24
C 4.54 1.08 -0.22
C 1.70 3.55 -1.45
C -2.76 -1.42 -3.03
C -3.87 2.67 2.03
C -4.63 -0.86 0.56
C 5.81 -0.20 1.59
C 4.10 4.01 -2.33
C -3.74 2.21 -2.75
C 5.75 -1.45 0.75
C 1.82 -2.02 -4.48
C 3.62 -4.19 4.93
C -0.24 -4.59 3.39
C -4.92 3.09 1.06
C -1.29 0.59 5.31
C -1.53 -0.19 4.05
C -3.18 4.49 -0.11
C 4.02 3.07 -3.51
C 2.61 -0.67 3.90
C -1.98 -3.21 2.29
C -5.26 -1.59 1.71
C 0.47 1.53 -4.96
C 3.79 -2.80 4.29
C 4.29 -1.64 -3.00
H -2.29 0.31 -1.90
H -0.52 -6.71 3.63
H 0.90 0.97 -4.12
H -4.45 1.50 6.11
H -4.60 2.72 -3.18
H 4.26 -2.72 -3.20
H -3.95 0.79 4.56
H 0.80 -6.03 4.53
H 3.60 -1.39 -2.20
H 3.60 2.30 -7.43
H -4.24 1.88 2.67
H 5.31 -1.44 -2.66
H -6.85 -2.12 0.56
H -4.57 0.20 0.77
H 2.15 -0.21 4.77
H 6.60 -1.47 0.06
H -1.80 -1.81 -2.70
H 1.68 2.51 -1.77
H -3.79 2.17 -1.67
H -0.76 -0.96 4.00
H -2.22 1.58 6.80
H 0.17 2.50 -4.57
H 3.34 4.06 -7.35
H -7.55 -3.94 1.96
H -2.55 3.67 -0.41
H 2.57 -4.44 5.11
H 2.68 -0.58 -5.72
H -3.62 -1.26 0.44
H 1.99 -0.43 3.03
H 4.99 0.45 -0.98
H 3.61 -0.29 3.78
H -0.38 0.98 -5.33
H -2.36 -3.21 1.28
H 0.99 4.12 -2.05
H 4.10 -4.96 4.33
H -5.18 -0.92 -0.39
H 3.32 3.42 -4.26
H 4.98 2.90 -3.98
H -7.92 -2.49 2.85
H 4.73 2.11 -0.51
H 1.24 -2.35 -5.34
H 1.84 3.66 -5.74
H -2.79 -3.14 3.01
H -1.50 0.42 3.15
H -6.42 -3.36 3.21
H -2.49 -0.70 4.09
H 1.33 3.57 -0.43
H -2.79 -1.53 -4.11
H -1.57 -5.29 2.05
H 5.26 1.71 1.68
H 2.32 3.02 -8.40
H -4.08 -0.23 5.96
H 3.67 2.11 -3.13
H -1.30 -2.38 2.45
H 4.84 -1.49 0.16
H -2.84 4.90 0.85
H 1.77 -2.62 4.19
H 4.16 -4.17 5.87
H -5.32 4.28 -0.46
H 3.47 0.84 -0.22
H -3.54 -2.05 -2.59
H 2.22 -2.93 -4.02
H -3.67 3.52 2.70
H 3.17 4.93 -0.84
H 5.80 -2.31 1.41
H 1.00 -6.27 2.77
H 1.15 -1.53 -3.78
H -2.94 2.38 1.54
H -2.87 2.75 -3.12
H -3.18 5.34 -0.78

Results of the Löwdin charge analysis, in e, for atoms 1 through 2:
1 Cl 0.628
2 O 0.025

---

[2]
The following is a quantum chemistry calculation of a cluster of 3 separate species, C3H6Cl6 in total at a distorted geometry, from OMol25.

Results
Molar mass: 254.80 g/mol
LUMO energy: 0.6 eV
Frontier orbital gap: 0.41940 Eh
Energy above the lowest of the compared OMol25 structures with the same formula, charge and spin: 8.9 kcal per mole
Total energy: -78342.522 eV
SMILES string: ClCCl.ClCCl.ClCCl

CARTESIAN COORDINATES (ANGSTROEM)
Cl -0.81 -1.05 -2.04
Cl -1.29 1.64 -1.05
Cl -5.00 0.66 -0.18
Cl 6.82 -1.20 -1.10
Cl -3.26 0.50 2.27
Cl 4.57 0.11 -0.01
C -4.29 1.45 1.24
C -1.00 -0.07 -0.62
C 5.22 -1.52 -0.42
H -0.12 -0.19 0.00
H 4.60 -1.95 -1.13
H 5.35 -2.01 0.56
H -1.96 -0.37 -0.18
H -3.72 2.24 0.84
H -5.11 1.77 1.80

Results of the Löwdin charge analysis, in e, for atoms 1 through 2:
1 Cl 0.525
2 Cl 0.486

---

[3]
The following is a quantum chemistry calculation of a structure of composition C8H17AlNS at a distorted geometry, from OMol25.

Results
Molar mass: 186.28 g/mol
Charge: -1
LUMO energy: 3.3 eV
Frontier orbital gap: 0.28453 Eh
Total energy: -27489.482 eV

CARTESIAN COORDINATES (ANGSTROEM)
S 0.50 -2.41 1.47
Al -0.06 -0.23 1.96
N -0.88 -1.42 -1.57
C 1.42 1.13 1.40
C -1.88 0.35 1.20
C 0.43 2.37 -2.25
C 2.32 0.30 -1.08
C 2.62 0.44 0.52
C -2.10 -0.54 -1.33
C 1.47 1.54 -1.74
C -2.58 -0.77 0.23
H 2.75 -0.67 0.94
H 1.54 -2.81 2.35
H -1.79 0.60 -1.42
H -0.19 -0.17 3.57
H -2.37 -1.87 0.57
H -0.50 2.95 -2.72
H 1.85 -0.76 -1.36
H -1.15 -2.43 -1.69
H -3.75 -0.56 0.25
H -1.70 1.38 0.63
H 3.69 0.95 0.71
H -2.97 -0.73 -2.09
H 3.39 0.31 -1.62
H 0.98 2.12 0.94
H 1.92 1.47 2.44
H -0.35 -1.07 -2.41
H -2.63 0.55 2.10

Results of the Löwdin charge analysis, in e, for atoms 1 through 2:
1 S 0.216
2 Al -0.040

---

[4]
The following is a quantum chemistry calculation of a structure of composition C2H2INS2 at a distorted geometry, from OMol25.

Results
Molar mass: 231.08 g/mol
LUMO energy (spin up / spin down): -2.0 / -2.0 eV
Frontier orbital gap (spin up / spin down): 0.23819 / 0.25309 Eh
Energy above the lowest of the compared OMol25 structures with the same formula, charge and spin: 48.8 kcal per mole
Total energy: -33364.693 eV

CARTESIAN COORDINATES (ANGSTROEM)
I -2.96 0.41 -0.10
S 1.59 1.14 -0.71
S 1.54 2.81 0.23
N -1.02 2.66 0.28
C -1.07 1.49 0.01
C -0.06 0.43 -0.15
H -0.11 -0.14 -1.07
H 0.24 -0.01 0.87

Results of the Löwdin charge analysis, in e, for atoms 1 through 2:
1 I 0.766
2 S 0.391

---

[5]
The following is a quantum chemistry calculation of a cluster of 8 separate species, C36H86N2O8 in total at a distorted geometry, from OMol25.

Results
Molar mass: 675.09 g/mol
LUMO energy: 0.5 eV
Frontier orbital gap: 0.31161 Eh
Energy above the lowest of the compared OMol25 structures with the same formula, charge and spin: 66.8 kcal per mole
Total energy: -58082.431 eV
SMILES string: CC1(C)CCCC(C)(C)N1O.CC1(C)CCCC(C)(C)N1O.CC(C)O.CC(C)O.CC(C)O.CC(C)O.CC(C)O.CC(C)O

CARTESIAN COORDINATES (ANGSTROEM)
O 4.01 4.34 -1.80
O 0.50 3.25 6.24
O -3.67 -2.82 -0.75
O 1.92 -2.27 3.22
O -2.57 5.48 -0.99
O 0.69 3.79 -0.36
O -3.02 1.92 1.41
O 3.96 -5.41 -3.58
N 1.08 2.58 -0.97
N -2.86 -3.84 -0.22
C 4.32 -2.40 3.23
C -4.45 -5.72 -0.61
C 3.05 -2.54 2.38
C -0.94 1.92 -2.45
C -4.01 0.96 1.84
C 0.35 1.09 5.06
C 0.52 2.35 -2.31
C 2.69 6.33 -1.84
C -3.44 5.11 -3.15
C 1.37 1.46 -0.03
C -1.49 -3.80 -0.74
C -3.60 -4.94 0.41
C -0.69 -4.90 -0.04
C 1.40 1.27 -2.97
C -0.84 -2.47 -0.31
C -3.79 7.34 -2.07
C 3.12 -3.48 -2.29
C 2.82 -3.96 1.87
C -1.50 -6.17 0.13
C 2.58 2.28 5.34
C 0.73 3.64 -3.11
C 1.49 -0.03 -2.22
C 2.56 -5.90 -1.66
C 2.88 -4.92 -2.82
C -5.39 1.45 1.44
C 0.03 1.04 0.55
C 2.34 1.84 1.11
C 3.89 5.61 -1.17
C 1.21 2.02 5.95
C -4.55 -4.33 1.45
C -1.39 -3.93 -2.26
C -3.64 -0.40 1.25
C 2.11 0.36 -0.87
C -2.85 6.14 -2.21
C 5.14 6.47 -1.40
C -2.61 -5.89 1.11
H -1.60 2.46 -1.75
H 1.68 -6.51 -1.83
H -3.95 0.97 2.94
H 2.48 2.65 4.32
H -1.21 -1.59 -0.84
H -5.85 2.06 2.22
H 2.58 -5.41 -0.69
H -2.77 -0.79 1.80
H 2.71 7.42 -1.71
H 4.90 7.49 -1.11
H 0.25 -2.51 -0.45
H -2.00 -3.19 -2.78
H -3.66 -2.17 -0.03
H 2.42 1.60 -3.22
H -2.32 -5.67 2.13
H -3.99 7.78 -3.04
H -5.17 -5.08 1.95
H -0.65 0.63 -0.19
H 4.45 -1.40 3.64
H 2.00 -0.52 -0.22
H -1.93 -6.48 -0.83
H 4.75 -5.53 -3.04
H -5.23 -5.06 -1.01
H 2.52 0.86 1.56
H 1.83 -4.04 1.41
H 5.40 6.58 -2.46
H -1.68 -4.94 -2.56
H -0.35 -3.87 -2.60
H -0.26 3.67 -0.17
H 2.12 -3.16 -1.97
H 3.14 0.66 -1.03
H -1.14 0.91 -2.10
H 4.48 -3.28 3.85
H -1.37 2.19 -3.41
H 0.99 1.21 -3.99
H 2.80 -4.76 2.61
H 0.36 3.58 -4.14
H -0.90 -6.97 0.56
H -4.09 -3.86 2.32
H 0.96 0.18 5.01
H -3.26 8.08 -1.46
H 1.80 3.82 -3.14
H -3.36 -0.44 0.20
H 1.26 1.60 6.96
H 1.77 5.93 -1.44
H 0.20 -5.14 -0.62
H -0.41 -4.56 0.96
H 3.21 2.30 0.66
H -0.45 1.92 0.98
H 2.03 -0.74 -2.86
H 0.14 0.25 1.31
H -6.06 0.63 1.20
H -4.72 6.99 -1.61
H 3.38 -6.62 -1.61
H -3.88 -6.01 -1.49
H 0.04 1.58 4.15
H 3.56 -4.22 1.10
H -4.51 -1.05 1.41
H -5.05 -6.50 -0.14
H -5.23 -3.57 1.07
H 0.15 4.45 -2.67
H 1.81 2.53 1.76
H 3.75 5.40 -0.10
H 1.92 -2.82 4.00
H 3.22 1.41 5.40
H -2.59 4.44 -3.34
H -5.34 2.04 0.53
H -0.53 0.75 5.62
H 2.86 6.18 -2.90
H 2.03 -4.85 -3.50
H 6.01 6.11 -0.86
H 3.33 3.76 -1.45
H -1.93 6.50 -2.69
H -3.17 -6.84 1.17
H -3.80 5.47 -4.11
H 3.02 3.10 5.91
H 5.13 -2.39 2.48
H 3.12 -1.89 1.51
H 3.79 -3.37 -1.45
H -4.23 4.49 -2.72
H -2.20 1.42 1.38
H -2.49 6.15 -0.30
H 0.56 -0.56 -2.01
H -0.92 -2.30 0.76
H 3.38 -2.83 -3.13
H 0.49 3.39 7.18

Results of the Löwdin charge analysis, in e, for atoms 1 through 2:
1 O -0.077
2 O -0.066

---

[6]
The following is a quantum chemistry calculation of an isolated molecule of C5H6O at a distorted geometry, from OMol25.

Results
Molar mass: 82.10 g/mol
LUMO energy: 1.1 eV
Frontier orbital gap: 0.36934 Eh
Energy above the lowest of the compared OMol25 structures with the same formula, charge and spin: 78.2 kcal per mole
Total energy: -7325.892 eV
SMILES string: C1=C[C@H]2O[C@H]2C1

CARTESIAN COORDINATES (ANGSTROEM)
O -0.64 1.66 -0.11
C -0.33 -1.05 0.61
C 0.86 -0.14 0.70
C -1.22 -0.68 -0.32
C -0.83 0.58 -1.01
C 0.55 0.99 -0.25
H -0.04 0.60 -1.77
H -2.11 -1.26 -0.57
H 1.38 1.62 -0.64
H -0.42 -1.93 1.24
H 1.02 0.27 1.70
H 1.79 -0.67 0.42

Results of the Löwdin charge analysis, in e, for atoms 1 through 2:
1 O -0.016
2 C -0.079

---

[7]
The following is a quantum chemistry calculation of a structure of composition C16H40O24S2V4 at a distorted geometry, from OMol25.

Results
Molar mass: 884.38 g/mol
LUMO energy: -2.4 eV
Frontier orbital gap: 0.14610 Eh
Energy above the lowest of the compared OMol25 structures with the same formula, charge and spin: 0.0 kcal per mole
Total energy: -190799.387 eV

CARTESIAN COORDINATES (ANGSTROEM)
V 2.46 -0.98 1.91
V 0.75 3.38 -0.48
V -2.55 -1.50 0.96
V 1.01 -1.42 -3.67
S 0.01 -3.17 2.78
S 0.20 -0.08 -0.56
O 1.41 -2.76 -2.94
O 1.89 3.63 0.61
O 0.39 1.36 -0.34
O -2.89 -0.16 1.79
O -1.08 -2.55 2.07
O 1.23 -2.43 2.73
O 3.09 0.50 1.98
O -2.29 -3.14 -0.89
O 1.36 3.35 -1.98
O 1.18 -0.81 0.25
O 1.31 0.76 -4.20
O 3.13 -0.76 -2.87
O 3.61 -1.89 1.36
O -4.21 -1.16 -0.63
O 3.47 -1.10 4.17
O 0.34 -0.40 -1.98
O -1.36 3.23 -1.51
O -0.45 -1.57 -4.30
O -0.37 -3.42 4.14
O 0.21 -4.56 2.27
O -1.13 -0.48 -0.18
O -0.85 3.52 1.09
O -3.65 -2.55 1.43
O 1.14 0.44 3.66
C -5.32 -0.25 -0.61
C 0.62 1.37 -5.25
C 2.58 1.28 -4.04
C -1.49 2.87 -2.88
C 1.50 0.19 4.99
C -1.07 -3.82 -0.99
C -0.28 0.53 3.43
C 3.91 -1.34 -1.83
C -0.63 4.20 2.33
C 3.01 -0.07 5.06
C -2.35 2.69 -0.70
C 3.57 -2.39 4.72
C -2.73 -2.45 -2.12
C 3.32 0.66 -2.90
C -4.14 -1.99 -1.85
C -2.18 3.33 0.71
H -1.35 3.94 3.11
H 0.96 -0.69 5.36
H 4.24 -2.33 5.57
H -0.73 3.38 -3.48
H 1.08 0.96 -6.15
H -0.29 -3.46 -0.32
H -4.28 -1.26 -2.65
H 3.57 -2.34 -1.57
H 3.29 -0.31 6.09
H 4.34 1.04 -2.90
H 2.57 -2.59 5.11
H 0.36 3.97 2.72
H -2.65 2.62 1.40
H -3.32 2.87 -1.17
H -1.23 1.81 -2.95
H -2.13 -1.56 -2.27
H 2.59 2.36 -4.02
H -0.40 0.99 -5.24
H -0.65 -3.56 -1.97
H 3.99 -0.72 -0.94
H -2.45 3.07 -3.35
H -0.65 1.49 3.79
H -0.52 0.54 2.37
H -6.26 -0.77 -0.75
H -5.34 0.41 -1.47
H -0.69 5.28 2.27
H 3.06 0.89 -4.94
H -4.92 -2.75 -1.88
H -5.34 0.15 0.40
H -2.65 -3.02 -3.05
H 0.54 2.45 -5.12
H -2.33 1.60 -0.59
H 4.91 -1.42 -2.28
H -2.68 4.30 0.69
H 3.59 0.80 4.74
H 3.91 -3.11 3.98
H -1.18 -4.90 -0.89
H -0.83 -0.29 3.89
H 1.24 0.99 5.68
H 2.96 1.08 -1.96

Results of the Löwdin charge analysis, in e, for atoms 1 through 2:
1 V 0.930
2 V 1.046

---

[8]
The following is a quantum chemistry calculation of a cluster of 3 separate species, C21H45FN2O9 in total at a distorted geometry, from OMol25.

Results
Molar mass: 488.59 g/mol
LUMO energy: 0.5 eV
Frontier orbital gap: 0.33182 Eh
Energy above the lowest of the compared OMol25 structures with the same formula, charge and spin: 21.0 kcal per mole
Total energy: -46624.975 eV
SMILES string: COCCC[C@]1(F)COC(=O)[C@H]1COO.COCCNCCOC.COCCNCCOC

CARTESIAN COORDINATES (ANGSTROEM)
F -0.80 -1.80 1.01
O 2.39 -3.10 -5.75
O 3.63 -0.82 -2.00
O -2.33 -4.40 4.16
O 2.07 -3.67 1.43
O 1.26 -2.87 2.24
O -2.97 -3.36 2.33
O -1.78 3.59 1.42
O -2.32 6.50 -2.05
O -0.68 2.19 5.44
N -2.78 3.46 -1.39
N 3.83 -3.71 -3.21
C 2.35 -4.34 -5.06
C 3.55 -2.92 -6.54
C 3.06 -0.54 -3.27
C 2.48 -4.14 -3.57
C 3.97 -3.26 -1.83
C -1.37 -1.67 2.29
C -2.15 -3.62 3.35
C -2.68 4.14 -2.68
C -1.65 2.47 0.55
C -1.97 6.54 -0.68
C -0.02 1.48 6.47
C -1.81 5.39 -2.77
C -3.05 3.70 2.03
C -2.85 -1.95 2.09
C -0.54 1.59 4.19
C -1.52 2.92 -0.89
C -0.89 -2.71 3.26
C -1.20 -0.17 2.58
C 3.19 -2.02 -1.39
C 0.20 -3.65 2.71
C -1.27 0.24 4.05
H 2.32 -4.44 1.97
H -3.34 2.77 2.52
H 4.11 -2.95 -3.82
H -0.50 -2.39 4.21
H 2.05 -0.93 -3.36
H 5.04 -3.05 -1.67
H 1.36 -4.78 -5.26
H 3.72 -4.09 -1.16
H -0.71 3.66 -0.94
H -2.73 6.05 -0.07
H -3.32 -1.48 2.95
H 3.10 -5.04 -5.44
H 0.51 -4.26 3.56
H 0.12 2.17 7.29
H -0.77 5.20 -2.51
H -2.33 3.41 -3.43
H 1.73 -3.40 -3.26
H 3.03 0.54 -3.39
H -3.82 3.98 1.30
H 2.11 -2.15 -1.50
H 3.40 -2.02 -7.14
H -2.99 4.48 2.78
H 0.96 1.14 6.12
H -3.70 4.42 -2.97
H 4.44 -2.78 -5.92
H -1.94 7.59 -0.37
H -1.23 2.07 -1.51
H 3.37 -1.90 -0.32
H 2.26 -5.08 -3.05
H -0.99 6.10 -0.49
H -1.81 5.70 -3.82
H -3.14 4.12 -0.71
H 0.52 1.37 4.01
H -2.03 0.32 2.09
H -0.23 -4.29 1.95
H -0.72 1.97 0.83
H -2.47 1.76 0.67
H 3.69 -0.94 -4.07
H -0.30 0.25 2.15
H 3.70 -3.76 -7.22
H -3.27 -1.60 1.18
H -2.29 0.35 4.40
H -0.59 0.61 6.79
H -0.91 2.24 3.40
H -0.77 -0.44 4.72

Results of the Löwdin charge analysis, in e, for atoms 1 through 2:
1 F 0.023
2 O -0.196